Record 1
Below is a molecular structure, C28H19N6O6Sc, with properties calculated with ωB97M-V/def2-TZVPD.

Each line ends with the natural charge from an NBO analysis.
Cartesian coordinates (Å):
Sc -1.2075 -0.2266 -0.4751  1.944
O -3.0005 -2.0323 2.6245  -0.535
C -2.5138 -1.6960 1.5277  0.651
O -1.7296 -0.5786 1.3667  -0.843
C -2.7761 -2.5285 0.2405  0.656
O -3.2821 -3.6342 0.2906  -0.546
O -2.2573 -1.9470 -0.8818  -0.832
C 5.9291 3.7226 3.3870  -0.250
O 7.1446 3.4027 2.6456  -0.505
C 7.2099 2.2888 1.8768  0.334
C 6.5491 1.0839 2.1697  -0.311
C 6.5359 0.0729 1.2513  -0.183
C 6.8572 0.3296 -0.1331  0.079
C 7.8118 1.4228 -0.3472  -0.170
C 8.0164 2.3190 0.7020  -0.274
N 6.0646 -0.0698 -1.1948  -0.213
N 5.1920 -1.0070 -0.8709  -0.217
C 3.9944 -0.8416 -1.4968  0.074
C 3.7558 0.2412 -2.3207  -0.180
C 2.4763 0.7314 -2.4119  -0.273
C 1.3522 0.0451 -1.8598  0.349
O 0.1366 0.5142 -1.8894  -0.796
C 1.6010 -1.1962 -1.1613  0.158
N 0.5135 -1.7537 -0.5383  -0.538
C 0.7224 -2.8654 0.1705  0.094
C 2.0010 -3.4157 0.4525  -0.265
C 3.1049 -2.8433 -0.1867  -0.095
C 2.9218 -1.7081 -0.9957  -0.084
H 6.0029 4.8017 3.6170  0.206
H 5.8852 3.1761 4.3462  0.178
H 5.0770 3.4257 2.8068  0.188
H 6.0488 0.9584 3.1353  0.223
H 6.0421 -0.8815 1.4832  0.230
H 8.3059 1.5061 -1.3123  0.227
H 8.6339 3.1882 0.5323  0.225
H 4.6692 0.6590 -2.7510  0.254
H 2.2820 1.6803 -2.8925  0.223
H -0.1942 -3.3651 0.5473  0.216
H 2.1218 -4.2088 1.1405  0.233
H 4.1182 -3.1929 -0.0918  0.240
N -11.1033 -2.3289 0.3080  -0.277
C -10.2192 -1.6373 0.0065  0.266
C -9.0165 -0.9507 -0.3012  -0.187
C -7.9183 -1.7195 -0.6514  -0.133
C -6.6599 -1.1723 -0.8816  -0.230
C -6.4983 0.2216 -0.7062  0.245
C -7.6245 0.9937 -0.3667  -0.252
C -8.8635 0.4266 -0.1384  -0.127
N -5.2472 0.8576 -0.9142  -0.364
C -4.8683 2.2089 -0.6946  -0.079
C -3.5256 2.3034 -0.8515  -0.056
N -3.0466 1.0526 -1.2187  -0.578
C -4.0961 0.2701 -1.3065  0.241
H -8.0207 -2.8119 -0.7039  0.245
H -5.7939 -1.7992 -1.1171  0.239
H -7.4803 2.0522 -0.2191  0.221
H -9.7238 1.0292 0.1566  0.237
H -5.5087 3.0113 -0.4148  0.232
H -2.8952 3.1812 -0.8693  0.233
H -4.0066 -0.7661 -1.6184  0.253

Forces on the atoms, in the same order (eV/Å):
Sc -0.14 -0.96 -1.81
O 1.50 0.99 -3.45
C -0.78 0.54 3.73
O -1.10 -1.67 0.08
C 0.79 -0.89 -1.44
O 0.41 1.71 -0.15
O -0.86 0.08 1.92
C 1.44 -0.45 0.43
O -0.16 0.44 0.37
C 0.15 -0.62 -0.75
C 0.43 0.67 0.86
C -1.03 -0.83 -1.70
C 1.33 1.45 0.81
C -1.36 -1.33 1.19
C -0.73 0.27 -0.25
N -0.12 -1.69 1.18
N 1.48 1.31 -0.32
C -0.28 -1.99 0.36
C 0.01 -0.25 0.11
C -1.61 -0.22 -0.30
C 1.76 0.20 -0.09
O -0.68 0.08 0.75
C 0.32 0.12 0.36
N 1.12 -0.58 -0.06
C -0.57 -0.06 0.43
C 0.24 1.56 -1.74
C -0.88 0.19 0.26
C -0.37 1.61 -0.43
H -0.24 -0.63 -0.38
H 0.18 0.13 -0.35
H -0.57 0.23 -0.39
H 0.28 -0.03 -0.31
H 0.02 0.64 -0.12
H -0.20 0.26 0.18
H 0.13 0.08 0.08
H -0.70 0.50 0.17
H -0.08 -0.03 -0.20
H 0.73 0.47 -0.01
H -0.09 -0.83 0.37
H 0.12 -0.22 0.37
N 1.03 1.13 -0.50
C -1.68 -1.42 0.65
C 0.63 0.55 0.12
C 0.82 -1.00 -0.26
C 0.31 1.01 0.36
C -1.29 -0.60 -0.40
C 0.81 0.01 0.13
C -0.21 -0.14 -0.18
N 1.09 1.57 -0.28
C 0.02 -0.38 0.37
C -0.44 -0.67 -0.53
N 0.32 -0.03 -0.07
C 0.01 -1.09 0.32
H -0.03 0.57 -0.07
H -0.54 0.09 0.09
H -0.17 0.13 -0.03
H 0.37 -0.09 -0.09
H -0.62 0.01 0.11
H -0.11 -0.15 0.29
H -0.19 0.25 0.22

The multiplicity is 1. The relative energy (zero: lowest compared OMol25 entry of this formula, charge and spin) comes out at 164.87 kJ/mol. The HOMO energy (spin up / spin down) is -7.090 / -6.963 eV. The calculation puts the orbital gap (spin up / spin down) at 0.2217 / 0.2165 Eh. The charge is 0.

Record 2
Below is 3 unconnected molecules or ions with the total composition C14H31ClO4S3Si, with properties calculated with ωB97M-V/def2-TZVPD.

Each line ends with the natural charge from an NBO analysis.
Cartesian coordinates (Å):
C 0.2404 -2.8327 -1.6227  -0.621
C -0.8566 -3.0674 -0.5989  -0.523
S -1.3032 -1.6549 0.4326  0.176
C -1.5100 -0.2692 -0.7290  -1.023
Si -3.2049 0.5058 -0.4728  1.153
C -4.5095 -0.4090 -1.4830  -0.599
Cl -6.1209 0.1607 -0.9218  -0.075
C -4.3921 -1.9279 -1.4629  -0.419
C -4.8640 -2.6039 -0.1789  -0.615
H 1.1430 -2.4609 -1.1401  0.215
H -0.0537 -2.1379 -2.4031  0.216
H 0.4945 -3.7790 -2.1023  0.218
H -1.7515 -3.4775 -1.0696  0.202
H -0.5165 -3.8140 0.1196  0.225
H -0.7480 0.4759 -0.4934  0.251
H -1.3305 -0.5915 -1.7516  0.260
H -3.5095 0.4772 0.9711  -0.158
H -3.1753 1.9201 -0.9158  -0.166
H -4.4489 -0.0616 -2.5131  0.238
H -3.3441 -2.1798 -1.6289  0.206
H -4.9485 -2.3262 -2.3149  0.208
H -4.5732 -2.0326 0.7017  0.216
H -5.9454 -2.7210 -0.1780  0.216
H -4.4181 -3.5946 -0.0981  0.209
O 3.1661 -0.7401 -2.7620  -0.952
S 2.3431 0.4346 -2.9163  2.166
O 1.1457 0.3710 -3.7189  -0.951
C 1.9686 1.1023 -1.3007  -0.667
C 3.1194 2.0585 -1.0161  -0.409
C 3.3602 2.8240 -2.3261  -0.403
C 3.3864 1.7956 -3.4640  -0.674
H 1.8752 0.2825 -0.5930  0.259
H 1.0220 1.6342 -1.3816  0.245
H 2.8703 2.7215 -0.1914  0.244
H 4.0131 1.4928 -0.7420  0.209
H 2.5436 3.5300 -2.4871  0.211
H 4.2868 3.3952 -2.2981  0.223
H 2.9859 2.1723 -4.4014  0.251
H 4.3800 1.3828 -3.6254  0.246
O 1.0795 1.9644 1.4593  -0.975
S 0.5606 1.7417 2.7919  2.171
O -0.7001 2.3270 3.1621  -0.934
C 0.5681 -0.0106 3.1460  -0.686
C 1.9395 -0.2599 3.7672  -0.406
C 2.1951 0.9113 4.7264  -0.403
C 1.8361 2.2003 3.9783  -0.673
H 0.3823 -0.5549 2.2216  0.276
H -0.2410 -0.1949 3.8524  0.244
H 1.9713 -1.2190 4.2809  0.229
H 2.7015 -0.2757 2.9847  0.213
H 1.5571 0.8072 5.6055  0.212
H 3.2276 0.9365 5.0710  0.226
H 1.4288 2.9746 4.6227  0.254
H 2.6737 2.5967 3.4080  0.244

Forces on the atoms, in the same order (eV/Å):
C 0.07 -0.14 0.17
C 0.08 -0.19 -0.21
S 0.03 -0.02 0.10
C 0.02 0.13 0.21
Si 0.08 0.24 0.07
C 0.20 -0.04 0.05
Cl -0.19 0.02 0.02
C -0.30 -0.12 -0.05
C 0.05 0.02 -0.09
H 0.05 0.11 -0.04
H 0.02 0.11 -0.08
H -0.02 0.00 -0.06
H -0.02 0.04 -0.04
H -0.07 0.00 0.10
H 0.03 -0.01 -0.05
H -0.06 -0.03 -0.10
H -0.05 -0.05 0.00
H -0.04 -0.05 -0.04
H 0.11 0.03 -0.05
H 0.08 0.09 -0.12
H 0.01 -0.10 0.02
H 0.02 -0.01 0.05
H -0.04 0.07 0.08
H -0.01 -0.06 0.04
O -0.01 -0.08 0.01
S -0.05 0.02 0.01
O -0.04 -0.08 0.01
C 0.07 0.08 0.04
C 0.05 0.00 -0.08
C -0.01 -0.05 0.01
C 0.03 0.17 0.05
H -0.02 -0.04 -0.04
H 0.00 0.01 0.01
H -0.01 0.00 0.01
H 0.00 -0.01 0.00
H -0.02 0.00 0.01
H 0.00 0.01 0.00
H -0.01 -0.04 -0.02
H -0.01 -0.06 0.02
O -0.02 -0.09 -0.01
S -0.03 0.10 0.01
O -0.05 0.01 -0.02
C 0.15 -0.08 0.04
C 0.00 0.07 -0.03
C -0.03 0.01 -0.03
C 0.07 -0.07 0.15
H -0.04 0.05 0.00
H -0.01 0.02 0.00
H 0.00 -0.01 0.00
H 0.00 -0.01 -0.01
H -0.02 0.00 0.00
H 0.01 0.00 0.01
H -0.02 0.04 -0.04
H -0.02 -0.02 -0.06

The multiplicity is 1. The HOMO energy is -8.497 eV. The calculation puts the orbital gap at 0.3267 Eh. The charge is 0. As for the structure (SMILES): CCSC[SiH2][C@H](Cl)CC.O=S1(=O)CCCC1.O=S1(=O)CCCC1.

Record 3
Below is 4 unconnected molecules or ions with the total composition C23H37F5N4O3P, with properties calculated with ωB97M-V/def2-TZVPD.

Each line ends with the Mulliken charge.
Cartesian coordinates (Å):
C 1.2126 -0.4233 0.3648  -1.226
C 0.2284 -0.2667 -0.7826  -0.350
C -1.2184 -0.0511 -0.3132  -0.786
P -2.3066 -1.4667 -0.2754  0.961
C -2.7734 -1.7042 1.4417  -0.634
C -1.5976 -2.1720 2.2836  -0.322
O -1.4191 -3.3460 2.5055  -0.440
N -3.5932 -1.0841 -1.2492  0.273
C -4.3086 0.1444 -0.8130  0.487
C -4.0930 1.3177 -1.6855  -1.385
O -5.0431 0.0987 0.1390  -0.461
C -4.5385 -2.1700 -1.6787  0.484
C -5.6343 -2.5860 -0.7694  -1.149
O -4.3787 -2.6019 -2.7873  -0.464
C -1.4249 -3.0118 -0.9083  0.463
F -0.2820 -3.0878 -0.2067  -0.126
F -1.1486 -2.7734 -2.2035  -0.272
C -2.1924 -4.3870 -0.8150  0.585
F -1.3201 -5.3401 -0.5541  -0.237
F -2.8125 -4.6272 -1.9538  -0.213
F -3.1008 -4.3163 0.1696  -0.209
H 2.0606 -1.0211 0.0744  0.410
H 0.7635 -0.8214 1.2616  0.016
H 1.5897 0.5470 0.6320  0.465
H 0.4306 0.6498 -1.3172  0.165
H 0.3414 -1.0603 -1.5012  0.347
H -1.6837 0.6794 -0.9560  0.158
H -1.2062 0.3427 0.6936  0.622
H -3.5357 -2.4587 1.5391  0.415
H -3.1308 -0.7516 1.8090  0.673
H -0.9268 -1.4108 2.6897  0.443
H -4.0239 2.2103 -1.0857  0.379
H -4.9492 1.3760 -2.3455  0.368
H -3.2229 1.2033 -2.3088  0.471
H -6.0360 -3.5046 -1.1579  0.384
H -5.3412 -2.6972 0.2604  0.234
H -6.4155 -1.8389 -0.8076  0.423
C 4.1819 3.0318 0.5967  -0.874
C 4.0511 4.1149 1.6610  -0.436
C 2.7907 3.9576 2.5231  -0.408
C 1.5772 4.0413 1.7229  0.313
N 0.6157 4.1098 1.0921  -0.522
H 3.3521 3.0674 -0.1125  0.092
H 5.1035 3.1587 0.0302  0.362
H 4.1982 2.0391 1.0484  0.279
H 4.0458 5.0980 1.1878  0.297
H 4.9190 4.0847 2.3198  0.315
H 2.7422 4.7370 3.2840  0.311
H 2.7877 2.9934 3.0310  0.274
C 1.9828 -4.9967 2.8582  -0.885
C 3.3947 -4.7823 2.3260  -0.411
C 4.1530 -3.6743 3.0686  -0.518
C 3.4832 -2.3848 2.9457  0.321
N 2.9517 -1.3682 2.8496  -0.441
H 1.3666 -4.1056 2.7299  0.098
H 1.4916 -5.8110 2.3278  0.312
H 1.9961 -5.2486 3.9194  0.350
H 3.3554 -4.5401 1.2625  0.271
H 3.9665 -5.7053 2.4199  0.318
H 5.1621 -3.5645 2.6715  0.296
H 4.2367 -3.9105 4.1300  0.301
C 1.2559 5.2674 -4.5218  -1.157
C 0.5410 5.6164 -3.2216  -0.628
C 0.7181 4.5499 -2.1328  -0.075
C 0.1670 3.2670 -2.5592  0.451
N -0.2615 2.2542 -2.9101  -0.610
H 0.8571 4.3523 -4.9617  0.339
H 1.1325 6.0639 -5.2537  0.354
H 2.3253 5.1267 -4.3570  0.291
H -0.5231 5.7590 -3.4151  0.343
H 0.9238 6.5609 -2.8345  0.341
H 0.2134 4.8372 -1.2134  0.310
H 1.7760 4.4141 -1.9010  0.075

Forces on the atoms, in the same order (eV/Å):
C -0.19 0.22 -0.26
C 0.14 0.47 0.07
C 0.46 -0.48 -0.14
P -0.40 0.56 0.05
C 0.39 -0.43 0.21
C 0.22 -1.21 0.33
O -0.12 0.90 -0.18
N -0.03 -0.76 0.42
C -0.65 0.00 0.78
C 0.22 -0.11 -0.12
O 0.65 0.01 -0.59
C 0.21 -0.40 -1.59
C -0.11 0.05 -0.10
O 0.01 0.49 1.14
C -0.36 0.04 -0.51
F -0.12 -0.01 0.02
F 0.14 -0.08 0.12
C 0.43 0.41 -0.02
F -0.17 -0.12 0.02
F 0.02 -0.21 0.11
F -0.04 -0.14 -0.05
H 0.23 -0.30 0.07
H 0.00 -0.43 0.23
H 0.24 0.48 0.27
H 0.34 0.06 -0.27
H -0.21 -0.24 -0.26
H -0.26 0.21 -0.25
H -0.05 0.24 0.35
H -0.36 -0.15 -0.05
H -0.20 0.36 -0.02
H 0.14 0.24 0.11
H -0.15 0.35 0.14
H -0.34 0.17 -0.17
H 0.32 0.00 -0.23
H -0.14 -0.39 -0.10
H 0.15 0.04 0.31
H -0.24 0.25 0.07
C -0.02 0.03 0.02
C 0.05 -0.09 -0.11
C 0.26 0.10 -0.02
C -0.64 0.03 -0.28
N 0.37 -0.12 0.21
H -0.03 -0.01 0.02
H 0.01 -0.01 0.00
H 0.00 -0.04 0.01
H -0.02 0.04 0.05
H -0.03 0.03 0.06
H 0.00 -0.02 0.04
H 0.03 -0.06 0.05
C 0.03 0.03 -0.05
C -0.14 -0.04 0.03
C 0.00 -0.18 -0.12
C -0.19 0.52 0.04
N 0.11 -0.32 0.01
H 0.00 0.03 0.03
H 0.00 -0.04 0.00
H -0.01 0.00 0.02
H 0.05 0.02 -0.02
H 0.07 0.01 0.00
H 0.04 0.00 0.03
H 0.01 -0.01 0.03
C -0.03 0.00 0.03
C 0.08 0.01 -0.18
C -0.11 0.24 -0.23
C -0.13 -0.68 -0.13
N 0.04 0.54 0.29
H 0.01 -0.02 0.02
H 0.01 0.02 -0.01
H 0.02 -0.01 0.00
H -0.03 0.02 0.05
H -0.02 0.00 0.08
H 0.03 -0.02 0.09
H 0.00 -0.06 0.02

The multiplicity is 1. The HOMO energy is -13.547 eV. The calculation puts the orbital gap at 0.3833 Eh. The charge is +1.

Respective largest force on an atom values: 3.891; 0.324; 1.653 eV/Å.